A molecular structure, C8H5InN2O5, computed with ωB97M-V/def2-TZVPD.

Last column: Mulliken charge in e.
Cartesian coordinates (Å):
O (-0.035, 5.055, -5.020)  -0.148
C (-0.020, 4.027, -4.518)  0.144
In (0.028, 0.490, -0.984)  0.906
O (0.171, 3.236, 0.835)  -0.091
C (0.020, 2.373, 0.107)  0.336
C (-0.280, -2.910, -1.351)  0.112
O (-0.393, -3.866, -1.959)  -0.088
C (2.494, 0.664, -0.821)  0.202
O (3.607, 0.819, -0.566)  -0.076
C (-2.435, 0.601, -0.932)  0.166
O (-3.559, 0.537, -0.836)  -0.030
H (0.213, 2.019, -2.028)  -0.004
N (-0.598, -1.519, 2.741)  -0.023
C (0.587, -2.146, 2.443)  -0.553
C (1.010, -1.653, 1.249)  -0.291
N (0.088, -0.673, 0.869)  0.072
C (-0.879, -0.635, 1.764)  -0.162
H (-1.151, -1.650, 3.600)  0.269
H (1.029, -2.894, 3.073)  0.420
H (1.837, -1.913, 0.597)  0.475
H (-1.733, 0.037, 1.739)  0.364

Output
Energy relative to the best compared isomer or geometry (same formula, charge and spin) (kcal/mol): 0.0
Energy (eV): -26747.732
Molecular weight (Da): 323.95
E_LUMO (eV): -9.333
HOMO level (eV): -17.5
Net charge: +2